Below is a molecular structure, C17H29BeBr3F4Li2N3NaO10P, with properties calculated with the ωB97M-V functional and the def2-TZVPD basis.

Results
highest occupied orbital energy	-8.79	eV
DFT total energy	-278538.0830	eV
net charge	+1
largest force on an atom	4.02	eV Å⁻¹
orbital gap	2.4	eV

```
71
C17H29BeBr3F4Li2N3NaO10P, DFT the ωB97M-V functional and the def2-TZVPD basis
C -2.93813 -1.35995 0.38761
C -1.80336 -2.14948 -0.39056
C -0.51184 -2.28130 0.46924
N 0.70852 -2.56210 -0.38670
C 1.41364 -1.30847 -0.45998
C 0.85822 -0.32947 -1.32206
C 1.50474 0.98169 -1.41309
C 0.87565 2.03165 -2.31758
O 1.48152 2.89277 -2.85519
O -0.54013 1.87917 -2.53414
C 2.72238 1.21091 -0.61832
C 3.43873 2.57902 -0.71835
O 4.42727 2.58702 0.32136
C 5.12768 3.75016 0.36989
F 6.23564 3.75560 -0.36823
F 5.51606 3.90883 1.65532
F 4.41637 4.83896 0.04972
C 3.17900 0.16836 0.19783
N 2.54840 -1.06320 0.27097
H -3.07231 -0.33394 -0.04629
H -2.61478 -1.24222 1.46397
H -3.91557 -1.95332 0.25027
H -2.17520 -3.17265 -0.67181
H -1.65168 -1.59882 -1.34057
H -0.62924 -3.04372 1.27537
H -0.35600 -1.29155 0.99899
H 1.29060 -3.13848 0.23471
H -0.04082 -0.52457 -1.92840
H -0.89394 1.60241 -1.65856
H 3.93220 2.61079 -1.71488
H 2.65940 3.35769 -0.62231
H 4.07745 0.36566 0.80197
H 2.89430 -1.80936 0.86403
F -4.16216 -3.30991 -0.40811
Li -0.90414 2.25716 0.12832
C -7.12243 -2.52955 0.33538
O -6.17547 -1.51026 0.67474
H -6.81425 -3.45774 0.80852
H -8.11630 -2.24875 0.69920
H -7.14809 -2.67163 -0.74310
H -6.46304 -0.70005 0.24693
C -2.46999 -2.00667 -3.86657
O -2.57733 -1.03687 -2.91846
H -1.78027 -1.80710 -4.70997
H -2.09557 -2.98993 -3.50991
H -3.38709 -2.30241 -4.39265
C 2.19483 6.83759 4.22968
O 1.74818 7.77912 4.84533
N 3.42882 6.30905 4.39803
C 3.89114 5.17807 3.62067
C 4.31448 6.89608 5.38970
H 1.60540 6.31784 3.45303
H 4.13685 4.35552 4.29793
H 4.78014 5.46586 3.06362
H 3.12297 4.84759 2.92135
H 3.84444 6.84054 6.37272
H 4.48531 7.94550 5.14589
H 5.26466 6.36603 5.40840
O -4.51310 -4.16177 -2.94150
P -5.79737 -4.98491 -3.04843
O -6.98914 -4.13139 -2.62882
O -5.72292 -6.21465 -2.14751
O -5.95703 -5.44691 -4.49418
Li -1.53446 -4.52664 -1.98866
Na -1.67665 -1.21292 2.99804
Be -2.45066 1.06570 -3.07957
C 2.66886 -6.04580 -1.32435
Br 3.50934 -7.73710 -1.69398
Br 1.15426 -5.73226 -2.49123
Br 2.18399 -5.87410 0.54410
H 3.39649 -5.27222 -1.53716
```

These are the Löwdin partial charges, in e, on atoms 1 to 4: C -0.0967; C -0.2388; C -0.2143; N 0.0549